{"formula": "C9H11Br3N2", "method": "the ωB97M-V functional and the def2-TZVPD basis", "symbols": ["C", "Br", "Br", "Br", "H", "N", "C", "C", "C", "C", "H", "H", "H", "H", "H", "N", "C", "C", "C", "C", "H", "H", "H", "H", "H"], "positions_angstrom": [[1.393, 2.337, -1.470], [2.474, 3.711, -0.691], [-0.445, 2.284, -0.733], [2.199, 0.585, -1.403], [1.257, 2.572, -2.498], [-0.393, -1.560, -2.437], [-0.510, -1.501, -1.033], [-0.699, -2.785, -0.547], [-0.847, -3.634, -1.734], [-0.603, -2.829, -2.869], [-0.199, -0.821, -3.066], [-0.425, -0.561, -0.522], [-1.009, -3.035, 0.467], [-1.123, -4.653, -1.792], [-0.745, -3.093, -3.917], [-0.826, 2.068, 2.660], [-1.103, 0.785, 2.190], [0.149, 0.199, 2.106], [1.130, 1.131, 2.384], [0.518, 2.306, 2.747], [-1.462, 2.831, 2.669], [-2.077, 0.338, 2.139], [0.221, -0.897, 1.860], [2.159, 1.022, 2.381], [0.966, 3.200, 3.110]], "charge": 0, "multiplicity": 1, "homo_energy_ev": -8.032, "e_lumo_ev": -0.131, "e_above_lowest_ev": 0.1167, "orbital_gap_ev": 7.90}

***

{"formula": "C37H52AsCeF6N2O4S5Sb", "method": "the ωB97M-V functional and the def2-TZVPD basis", "symbols": ["Ce", "O", "C", "C", "C", "C", "C", "C", "C", "O", "N", "N", "C", "C", "C", "C", "C", "C", "C", "O", "H", "H", "H", "H", "H", "H", "H", "H", "H", "H", "C", "S", "C", "C", "S", "S", "C", "S", "S", "H", "H", "H", "C", "C", "O", "C", "F", "F", "F", "C", "F", "F", "F", "H", "H", "H", "C", "As", "C", "C", "H", "H", "H", "H", "H", "H", "H", "H", "H", "C", "C", "C", "C", "Sb", "C", "C", "C", "C", "C", "C", "C", "C", "H", "H", "H", "H", "H", "H", "H", "H", "H", "H", "H", "H", "H", "H", "H", "H", "H", "H", "H", "H", "H", "H", "H", "H", "H", "H", "H"], "positions_angstrom": [[-0.851, 1.500, 0.335], [-3.843, 3.395, 3.400], [-3.046, 4.153, 4.162], [-3.614, 4.864, 5.174], [-2.837, 5.725, 5.926], [-1.468, 5.805, 5.706], [-0.882, 5.019, 4.742], [-1.651, 4.161, 3.996], [-0.950, 3.399, 2.907], [-1.691, 2.662, 2.075], [0.351, 3.464, 2.787], [0.770, 2.761, 1.652], [2.043, 2.790, 1.507], [2.783, 2.380, 0.343], [4.157, 2.579, 0.365], [4.933, 2.306, -0.744], [4.332, 1.852, -1.911], [2.968, 1.644, -1.984], [2.204, 1.990, -0.863], [0.916, 1.795, -0.894], [-3.429, 2.871, 2.621], [-4.667, 4.746, 5.358], [-3.262, 6.329, 6.738], [-0.861, 6.393, 6.369], [0.181, 4.931, 4.571], [2.598, 3.258, 2.329], [4.607, 2.936, 1.278], [6.005, 2.486, -0.657], [4.901, 1.656, -2.784], [2.383, 1.478, -2.889], [-1.966, 3.701, -4.249], [-3.199, 4.874, -3.602], [-2.539, 5.258, -2.114], [-2.441, 4.496, -1.033], [-2.857, 2.811, -0.960], [-1.785, 5.328, 0.392], [-1.461, 6.900, -0.343], [-0.763, 8.193, 0.359], [-2.067, 6.986, -1.967], [-2.187, 3.487, -5.323], [-2.047, 2.777, -3.655], [-0.999, 4.213, -4.231], [-1.203, 0.347, 4.113], [-0.830, -0.618, 3.002], [-0.708, -0.059, 1.748], [0.552, -1.286, 3.385], [0.582, -1.946, 4.542], [1.006, -2.083, 2.374], [1.445, -0.309, 3.525], [-1.957, -1.691, 2.970], [-1.868, -2.447, 1.823], [-1.927, -2.602, 3.977], [-3.203, -1.197, 3.046], [-0.497, 1.167, 4.165], [-1.117, -0.167, 5.044], [-2.185, 0.743, 3.991], [-3.460, -2.552, -0.583], [-3.345, -0.658, -0.844], [-4.953, -0.113, 0.106], [-3.957, -0.534, -2.672], [-4.336, -2.940, -1.124], [-3.541, -2.740, 0.474], [-2.613, -3.079, -1.009], [-5.806, -0.584, -0.331], [-5.007, 0.976, 0.146], [-4.744, -0.529, 1.118], [-4.597, -1.369, -2.869], [-3.190, -0.492, -3.462], [-4.547, 0.338, -2.752], [1.940, -5.812, -1.396], [0.949, -4.767, -0.846], [0.787, -4.874, 0.684], [-0.496, -4.901, -1.402], [1.480, -2.681, -1.239], [1.121, -2.462, -3.403], [1.593, -3.571, -4.356], [1.796, -1.142, -3.776], [-0.412, -2.193, -3.542], [3.596, -2.664, -0.737], [4.548, -3.316, -1.776], [3.805, -3.318, 0.631], [3.868, -1.129, -0.573], [1.548, -6.776, -1.048], [2.991, -5.582, -1.085], [1.953, -5.745, -2.480], [0.292, -5.842, 0.882], [0.186, -4.108, 1.133], [1.732, -4.900, 1.261], [-0.887, -5.878, -1.044], [-0.580, -4.909, -2.456], [-1.076, -4.111, -0.971], [2.698, -3.627, -4.365], [1.284, -3.300, -5.395], [1.164, -4.532, -4.116], [2.881, -1.192, -3.549], [1.274, -0.283, -3.278], [1.769, -0.939, -4.889], [-1.026, -3.038, -3.271], [-0.591, -1.817, -4.568], [-0.687, -1.315, -2.897], [4.242, -4.335, -1.947], [5.560, -3.241, -1.460], [4.497, -2.823, -2.765], [3.752, -4.402, 0.484], [3.008, -3.068, 1.320], [4.778, -3.062, 1.085], [3.676, -0.569, -1.455], [4.928, -0.913, -0.483], [3.299, -0.791, 0.297]], "charge": 0, "multiplicity": 1, "homo_energy_ev": [-7.771, -7.771], "e_lumo_ev": [-1.964, -1.965], "e_above_lowest_ev": 0.0409, "orbital_gap_ev": [5.81, 5.81]}